{"formula": "C26H32BClO3S", "method": "ωB97M-V/def2-TZVPD", "multiplicity": 1, "total_energy_ha": -2118.83715, "homo_lumo_gap_ev": 3.112, "homo_energy_ha": -0.23204, "lumo_ev": -3.2, "charge": 0, "species": ["C", "O", "C", "C", "C", "C", "C", "C", "C", "C", "H", "H", "H", "H", "H", "H", "H", "H", "H", "H", "H", "C", "C", "C", "C", "C", "B", "C", "C", "C", "C", "Cl", "C", "C", "O", "C", "C", "C", "C", "C", "C", "O", "S", "H", "H", "H", "H", "H", "H", "H", "H", "H", "H", "H", "H", "H", "H", "H", "H", "H", "H", "H", "H", "H"], "xyz": [[2.69, 2.47, -2.80], [2.74, 1.64, -1.62], [2.46, 2.13, -0.44], [3.34, 1.89, 0.67], [3.15, 2.66, 1.85], [3.72, 2.23, 3.04], [4.51, 1.08, 3.09], [5.02, 0.59, 4.42], [4.85, 0.44, 1.89], [4.30, 0.84, 0.68], [3.20, 1.88, -3.56], [1.66, 2.67, -3.09], [3.22, 3.41, -2.63], [1.64, 2.86, -0.37], [2.51, 3.53, 1.80], [3.54, 2.79, 3.97], [5.64, -0.31, 4.31], [5.62, 1.35, 4.92], [4.19, 0.34, 5.11], [5.55, -0.41, 1.92], [4.53, 0.32, -0.25], [-6.29, -3.35, -1.86], [-5.27, -2.55, -1.15], [-5.42, -1.80, -0.01], [-4.24, -1.04, 0.34], [-3.23, -1.20, -0.58], [-1.74, -0.55, -0.59], [-1.85, 0.88, -1.47], [-1.57, 0.89, -2.83], [-1.61, 2.10, -3.55], [-1.93, 3.29, -2.88], [-1.94, 4.77, -3.74], [-2.23, 3.28, -1.52], [-2.19, 2.06, -0.81], [-1.45, -0.32, 0.79], [-0.20, -0.93, 0.99], [0.89, 0.08, 0.69], [-0.08, -1.37, 2.44], [-0.18, -2.11, -0.13], [1.19, -2.53, -0.65], [-0.93, -3.34, 0.36], [-0.87, -1.50, -1.21], [-3.66, -2.39, -1.79], [-7.21, -3.36, -1.27], [-6.50, -2.92, -2.85], [-5.94, -4.38, -2.00], [-6.35, -1.77, 0.55], [-4.20, -0.38, 1.21], [-1.33, -0.04, -3.35], [-1.39, 2.11, -4.62], [-2.50, 4.20, -1.01], [-2.45, 2.04, 0.25], [1.87, -0.30, 0.98], [0.92, 0.34, -0.38], [0.70, 1.01, 1.25], [0.91, -1.82, 2.61], [-0.18, -0.50, 3.09], [-0.86, -2.10, 2.70], [1.80, -2.92, 0.17], [1.05, -3.33, -1.39], [1.70, -1.70, -1.14], [-0.34, -3.86, 1.12], [-1.92, -3.09, 0.77], [-1.08, -4.03, -0.48]]}

***

{"formula": "C26H32BaN4O2PSe2Te", "method": "ωB97M-V/def2-TZVPD", "multiplicity": 1, "total_energy_ha": -6817.19210, "homo_lumo_gap_ev": 7.258, "homo_energy_ha": -0.36059, "lumo_ev": -2.6, "charge": 1, "species": ["Ba", "Se", "P", "Se", "C", "C", "C", "C", "C", "C", "C", "C", "C", "C", "C", "C", "H", "H", "H", "H", "H", "H", "H", "H", "H", "H", "N", "C", "C", "C", "C", "N", "C", "N", "N", "C", "O", "O", "H", "H", "H", "H", "H", "H", "H", "H", "H", "H", "H", "H", "H", "H", "C", "Te", "C", "C", "C", "C", "C", "C", "C", "H", "H", "H", "H", "H", "H", "H", "H"], "xyz": [[-0.52, -0.58, 0.92], [-2.62, -0.45, -1.49], [-2.76, -2.55, -1.00], [-0.92, -3.52, -0.42], [-3.95, -2.78, 0.37], [-4.59, -1.72, 0.99], [-5.47, -1.96, 2.04], [-5.72, -3.26, 2.45], [-5.08, -4.32, 1.82], [-4.19, -4.09, 0.79], [-3.53, -3.42, -2.39], [-4.75, -2.95, -2.86], [-5.39, -3.60, -3.90], [-4.81, -4.72, -4.48], [-3.59, -5.19, -4.02], [-2.94, -4.54, -2.97], [-4.40, -0.70, 0.66], [-5.96, -1.13, 2.53], [-6.41, -3.44, 3.26], [-5.27, -5.34, 2.14], [-3.68, -4.91, 0.31], [-5.20, -2.07, -2.41], [-6.34, -3.24, -4.26], [-5.31, -5.23, -5.29], [-3.13, -6.06, -4.47], [-1.99, -4.90, -2.61], [-1.04, 2.41, 0.74], [-1.85, 2.76, 1.93], [-2.87, 3.85, 1.63], [-3.84, 4.28, 2.75], [-3.29, 4.27, 4.17], [-3.27, 2.89, 4.67], [-2.53, 2.44, 5.66], [-2.31, 1.13, 5.77], [-2.01, 3.29, 6.55], [-2.43, 1.43, 2.43], [-3.66, 1.26, 2.42], [-1.58, 0.59, 2.88], [-0.41, 3.17, 0.49], [-1.67, 2.31, -0.06], [-1.14, 3.09, 2.69], [-3.48, 3.53, 0.78], [-2.31, 4.73, 1.29], [-4.73, 3.65, 2.73], [-4.18, 5.30, 2.54], [-3.91, 4.88, 4.82], [-2.27, 4.67, 4.21], [-3.71, 2.19, 4.06], [-2.30, 0.56, 4.92], [-1.80, 0.77, 6.56], [-2.36, 4.23, 6.62], [-1.40, 2.97, 7.28], [4.37, -0.10, -0.26], [2.46, 0.30, -1.13], [2.93, 2.35, -0.75], [4.43, 2.38, -0.60], [5.13, 3.58, -0.70], [6.51, 3.61, -0.56], [7.20, 2.43, -0.32], [6.51, 1.23, -0.23], [5.13, 1.20, -0.37], [4.85, -0.90, -0.82], [4.25, -0.42, 0.78], [2.43, 2.68, 0.16], [2.59, 2.95, -1.59], [4.59, 4.50, -0.90], [7.04, 4.54, -0.65], [8.28, 2.44, -0.22], [7.05, 0.31, -0.05]]}

***

{"formula": "C26H32MnNO4S2", "method": "ωB97M-V/def2-TZVPD", "multiplicity": 5, "total_energy_ha": -3312.69321, "homo_lumo_gap_ev": [3.817, 5.814], "homo_energy_ha": [-0.18139, -0.30454], "lumo_ev": [-1.1, -2.5], "charge": 0, "species": ["O", "C", "C", "H", "H", "C", "H", "H", "C", "H", "H", "H", "C", "H", "H", "H", "Mn", "C", "C", "C", "H", "C", "C", "H", "H", "H", "H", "C", "C", "C", "H", "C", "C", "H", "H", "H", "H", "O", "C", "C", "H", "H", "C", "H", "H", "C", "H", "H", "H", "H", "O", "S", "O", "N", "C", "S", "C", "C", "C", "C", "C", "C", "H", "H", "H", "H"], "xyz": [[-0.50, -0.30, -4.22], [0.75, 0.28, -4.73], [0.04, 1.61, -5.19], [1.00, -0.43, -5.56], [1.50, 0.39, -3.92], [-1.11, 1.01, -4.33], [-0.13, 1.76, -6.29], [0.48, 2.46, -4.64], [-2.50, 0.87, -4.87], [-2.52, 0.13, -5.69], [-2.85, 1.82, -5.28], [-3.21, 0.61, -4.07], [-1.03, 1.84, -3.06], [-0.02, 2.10, -2.76], [-1.44, 1.34, -2.18], [-1.53, 2.79, -3.22], [0.25, -0.07, 0.68], [1.32, 1.60, 1.39], [2.35, 0.60, 1.33], [2.49, 0.16, 0.00], [2.98, 0.32, 2.17], [1.49, 0.80, -0.80], [0.85, 1.80, 0.04], [0.26, 2.64, -0.31], [1.04, 2.18, 2.27], [3.23, -0.53, -0.38], [1.37, 0.68, -1.87], [-1.53, -0.68, 1.91], [-1.52, 0.69, 1.48], [-1.61, 0.68, 0.04], [-1.60, 1.57, 2.10], [-1.45, -0.69, -0.41], [-1.55, -1.51, 0.76], [-1.71, -2.59, 0.76], [-1.66, -1.01, 2.94], [-1.98, 1.53, -0.52], [-1.41, -1.03, -1.45], [0.20, -1.59, -6.31], [0.00, -0.71, -7.52], [0.60, -1.45, -8.72], [0.62, 0.19, -7.37], [-1.07, -0.44, -7.60], [1.54, -2.52, -8.12], [1.18, -0.78, -9.37], [-0.17, -1.93, -9.32], [1.29, -2.55, -6.61], [2.57, -2.23, -8.33], [1.35, -3.49, -8.59], [2.20, -2.20, -6.09], [0.97, -3.53, -6.23], [2.74, -0.61, 5.10], [2.81, -1.89, 4.44], [3.94, -2.76, 4.67], [2.49, -1.73, 2.81], [1.48, -2.46, 2.37], [1.14, -2.49, 0.70], [0.70, -3.08, 3.45], [-0.57, -3.66, 3.44], [-1.23, -3.92, 4.65], [-0.62, -3.60, 5.88], [0.68, -3.08, 5.90], [1.30, -2.79, 4.69], [-1.01, -3.90, 2.47], [-2.23, -4.37, 4.64], [-1.16, -3.75, 6.81], [1.21, -2.87, 6.83]]}

***

{"formula": "C26H32N3O", "method": "ωB97M-V/def2-TZVPD", "multiplicity": 1, "total_energy_ha": -1249.46569, "homo_lumo_gap_ev": 4.863, "homo_energy_ha": -0.11992, "lumo_ev": 1.6, "charge": -1, "species": ["C", "N", "C", "C", "C", "C", "C", "C", "C", "C", "N", "C", "N", "C", "C", "H", "H", "H", "H", "H", "H", "H", "H", "H", "H", "H", "C", "C", "C", "C", "C", "C", "O", "C", "C", "C", "C", "C", "C", "C", "C", "H", "H", "H", "H", "H", "H", "H", "H", "H", "H", "H", "H", "H", "H", "H", "H", "H", "H", "H", "H", "H"], "xyz": [[-3.76, 0.55, 1.02], [-2.73, 1.52, 1.33], [-3.24, 2.81, 1.76], [-1.41, 1.20, 1.33], [-0.40, 2.21, 1.19], [0.95, 1.89, 1.23], [1.37, 0.54, 1.43], [2.73, 0.08, 1.56], [3.88, 0.84, 1.50], [5.20, 0.28, 1.59], [6.30, -0.13, 1.66], [3.94, 2.26, 1.36], [4.07, 3.43, 1.26], [0.35, -0.45, 1.51], [-0.99, -0.15, 1.47], [-3.39, -0.22, 0.33], [-4.16, 0.07, 1.92], [-4.59, 1.08, 0.53], [-2.43, 3.50, 1.98], [-3.86, 3.23, 0.96], [-3.87, 2.70, 2.65], [-0.71, 3.24, 1.02], [1.68, 2.68, 1.13], [2.87, -1.00, 1.70], [0.66, -1.49, 1.65], [-1.74, -0.93, 1.58], [-0.69, -5.86, -0.57], [-0.15, -4.79, 0.40], [0.89, -3.97, -0.37], [-1.32, -3.91, 0.83], [0.50, -5.43, 1.66], [1.16, -4.59, 2.66], [1.42, -3.37, 2.42], [1.55, -5.20, 3.92], [2.03, -4.30, 5.09], [2.52, -5.13, 6.29], [0.87, -3.42, 5.56], [3.20, -3.42, 4.63], [1.51, -6.57, 4.03], [1.01, -7.38, 3.01], [0.50, -6.80, 1.85], [-1.48, -6.47, -0.10], [-1.13, -5.38, -1.45], [0.11, -6.52, -0.92], [1.28, -3.17, 0.26], [1.73, -4.62, -0.65], [0.45, -3.54, -1.27], [-0.98, -3.10, 1.49], [-1.80, -3.46, -0.05], [-2.07, -4.50, 1.37], [3.36, -5.78, 6.01], [2.87, -4.47, 7.09], [1.71, -5.75, 6.70], [0.53, -2.77, 4.75], [0.03, -4.04, 5.89], [1.18, -2.79, 6.40], [2.87, -2.78, 3.81], [3.56, -2.80, 5.46], [4.02, -4.05, 4.27], [1.88, -7.05, 4.94], [0.98, -8.46, 3.14], [0.09, -7.45, 1.08]]}

***

{"formula": "C26H32N3O", "method": "ωB97M-V/def2-TZVPD", "multiplicity": 1, "total_energy_ha": -1249.13059, "homo_lumo_gap_ev": 6.903, "homo_energy_ha": -0.41460, "lumo_ev": -4.4, "charge": 1, "species": ["C", "N", "C", "C", "N", "C", "C", "C", "C", "C", "C", "C", "N", "C", "C", "H", "H", "H", "H", "H", "H", "H", "H", "H", "H", "H", "H", "H", "H", "H", "H", "H", "H", "H", "C", "O", "C", "C", "C", "C", "C", "C", "C", "C", "C", "C", "C", "C", "C", "H", "H", "H", "H", "H", "H", "H", "H", "H", "H", "H", "H", "H"], "xyz": [[3.74, -1.24, 0.14], [2.35, -1.24, -0.26], [1.41, -1.83, 0.68], [1.90, -0.47, -1.29], [0.65, -0.02, -1.30], [-0.08, -0.17, -2.58], [-1.37, -0.95, -2.56], [-2.54, -0.31, -2.17], [-3.75, -1.03, -2.08], [-3.79, -2.38, -2.47], [-2.64, -2.99, -2.97], [-1.43, -2.28, -3.02], [2.77, -0.30, -2.35], [3.80, -1.26, -2.69], [2.64, 0.80, -3.29], [4.25, -0.37, -0.26], [3.79, -1.20, 1.23], [4.25, -2.15, -0.18], [0.42, -1.89, 0.22], [1.75, -2.85, 0.93], [1.35, -1.24, 1.60], [-0.25, 0.83, -3.00], [0.59, -0.71, -3.26], [-2.51, 0.75, -1.92], [-4.64, -0.53, -1.70], [-4.73, -2.94, -2.38], [-2.68, -4.03, -3.31], [-0.53, -2.75, -3.44], [3.56, -2.27, -2.35], [3.89, -1.29, -3.77], [4.76, -0.95, -2.29], [1.98, 1.58, -2.89], [3.63, 1.21, -3.46], [2.25, 0.44, -4.25], [-1.65, -1.83, 5.94], [-2.05, -2.07, 4.57], [-1.59, -1.27, 3.58], [-2.08, -1.49, 2.27], [-1.69, -0.70, 1.22], [-0.75, 0.36, 1.38], [-0.46, 1.25, 0.31], [-0.32, 2.66, 0.58], [0.16, 3.53, -0.43], [0.21, 4.92, -0.24], [-0.24, 5.50, 0.94], [-0.77, 4.68, 1.94], [-0.82, 3.30, 1.77], [-0.25, 0.56, 2.71], [-0.63, -0.23, 3.78], [-2.21, -2.57, 6.52], [-0.57, -1.99, 6.06], [-1.92, -0.82, 6.27], [-2.79, -2.31, 2.13], [-2.15, -0.84, 0.24], [-0.86, 1.01, -0.68], [0.50, 3.09, -1.37], [0.61, 5.55, -1.04], [-0.19, 6.58, 1.09], [-1.13, 5.12, 2.87], [-1.30, 2.71, 2.57], [0.40, 1.41, 2.92], [-0.22, -0.07, 4.78]]}

***

{"formula": "C26H32N4O2", "method": "ωB97M-V/def2-TZVPD", "smiles": "C/C=C(\\C)C(=O)NCCN1C2=NC[C@H](Cc3ccccc3)N2C[C@H]1Cc1ccc(O)cc1", "multiplicity": 1, "total_energy_ha": -1379.48929, "homo_lumo_gap_ev": 8.700, "homo_energy_ha": -0.29322, "lumo_ev": 0.7, "charge": 0, "species": ["C", "C", "C", "C", "C", "O", "N", "C", "C", "N", "C", "N", "C", "C", "C", "C", "C", "C", "C", "C", "C", "N", "C", "C", "C", "C", "C", "C", "C", "O", "C", "C", "H", "H", "H", "H", "H", "H", "H", "H", "H", "H", "H", "H", "H", "H", "H", "H", "H", "H", "H", "H", "H", "H", "H", "H", "H", "H", "H", "H", "H", "H", "H", "H"], "xyz": [[-5.22, -1.08, 1.28], [-4.48, 0.22, 1.23], [-3.35, 0.52, 1.87], [-2.62, -0.39, 2.81], [-2.69, 1.85, 1.72], [-1.96, 2.31, 2.58], [-2.97, 2.53, 0.58], [-2.16, 3.67, 0.22], [-1.07, 3.26, -0.79], [-0.42, 2.05, -0.37], [-0.90, 0.82, -0.64], [-1.71, 0.39, -1.53], [-1.62, -1.06, -1.43], [-0.34, -1.35, -0.60], [-0.39, -2.62, 0.25], [0.89, -2.77, 1.02], [2.07, -3.06, 0.34], [3.27, -3.15, 1.02], [3.31, -2.95, 2.39], [2.14, -2.67, 3.08], [0.94, -2.59, 2.39], [-0.29, -0.12, 0.16], [0.78, 0.48, 0.92], [0.75, 1.97, 0.48], [2.03, 2.36, -0.30], [2.29, 1.37, -1.40], [1.54, 1.39, -2.57], [1.70, 0.41, -3.53], [2.62, -0.62, -3.34], [2.79, -1.62, -4.25], [3.40, -0.63, -2.19], [3.23, 0.35, -1.23], [-5.39, -1.43, 0.26], [-6.20, -0.93, 1.74], [-4.68, -1.84, 1.82], [-4.96, 0.97, 0.62], [-2.16, 0.22, 3.59], [-3.27, -1.13, 3.26], [-1.82, -0.90, 2.27], [-3.34, 2.01, -0.20], [-1.71, 4.04, 1.15], [-2.79, 4.46, -0.21], [-1.54, 3.05, -1.76], [-0.34, 4.06, -0.90], [-2.51, -1.46, -0.92], [-1.57, -1.49, -2.44], [0.54, -1.41, -1.27], [-0.54, -3.47, -0.42], [-1.24, -2.57, 0.93], [2.05, -3.22, -0.73], [4.18, -3.37, 0.49], [4.25, -3.02, 2.93], [2.16, -2.53, 4.15], [0.03, -2.37, 2.94], [1.74, 0.01, 0.71], [0.57, 0.39, 1.99], [0.64, 2.63, 1.35], [1.90, 3.36, -0.71], [2.87, 2.38, 0.40], [0.82, 2.18, -2.73], [1.10, 0.43, -4.43], [2.19, -1.48, -5.00], [4.12, -1.42, -2.05], [3.84, 0.32, -0.34]]}

***

{"formula": "C26H32N7O2S4Y", "method": "ωB97M-V/def2-TZVPD", "multiplicity": 1, "total_energy_ha": -3174.95167, "homo_lumo_gap_ev": 6.632, "homo_energy_ha": -0.25966, "lumo_ev": -0.4, "charge": 0, "species": ["Y", "C", "N", "C", "C", "N", "C", "C", "C", "C", "C", "C", "C", "S", "C", "C", "C", "C", "C", "C", "S", "H", "H", "H", "H", "H", "H", "H", "H", "H", "H", "H", "H", "H", "H", "H", "H", "H", "H", "C", "S", "C", "S", "N", "N", "C", "C", "C", "C", "C", "C", "N", "H", "H", "H", "H", "H", "H", "H", "H", "C", "O", "C", "O", "N", "N", "H", "H", "H", "H", "H", "H"], "xyz": [[0.05, 0.03, -0.01], [0.33, -1.57, 3.48], [-0.29, -1.89, 2.18], [-1.75, -1.96, 2.28], [-2.38, -0.59, 2.45], [-2.28, 0.32, 1.28], [-3.36, 0.00, 0.32], [-2.33, 1.67, 1.81], [-3.53, 2.36, 1.92], [-3.60, 3.57, 2.60], [-2.46, 4.09, 3.19], [-1.25, 3.44, 3.03], [-1.16, 2.23, 2.34], [0.42, 1.47, 2.22], [0.30, -3.13, 1.74], [-0.24, -4.36, 2.10], [0.33, -5.55, 1.66], [1.47, -5.51, 0.88], [2.05, -4.30, 0.56], [1.47, -3.09, 0.97], [2.23, -1.57, 0.52], [0.07, -2.34, 4.22], [0.02, -0.60, 3.83], [1.41, -1.55, 3.35], [-2.07, -2.55, 3.15], [-2.13, -2.44, 1.38], [-1.92, -0.09, 3.30], [-3.44, -0.74, 2.69], [-4.32, -0.15, 0.83], [-3.11, -0.92, -0.21], [-3.47, 0.81, -0.40], [-4.44, 1.96, 1.48], [-4.55, 4.07, 2.69], [-2.52, 5.01, 3.76], [-0.34, 3.85, 3.45], [-1.12, -4.39, 2.73], [-0.12, -6.49, 1.94], [1.92, -6.43, 0.53], [2.96, -4.26, -0.02], [-2.67, 5.19, -0.57], [-3.16, 3.79, -1.60], [-1.78, 2.69, -1.55], [-0.35, 2.98, -0.70], [-2.01, 1.65, -2.31], [-1.36, 0.51, -2.09], [-1.23, -0.30, -3.08], [-0.84, -1.67, -2.84], [-0.67, -2.54, -3.91], [-0.42, -3.88, -3.67], [-0.39, -4.32, -2.36], [-0.58, -3.39, -1.35], [-0.77, -2.09, -1.56], [-2.82, 6.11, -1.14], [-1.62, 5.06, -0.32], [-3.27, 5.20, 0.33], [-1.49, 0.01, -4.09], [-0.74, -2.15, -4.92], [-0.28, -4.57, -4.49], [-0.24, -5.36, -2.11], [-0.61, -3.72, -0.32], [3.15, 2.81, -2.18], [3.50, 1.55, -2.77], [2.65, 0.55, -2.52], [1.65, 0.70, -1.82], [3.02, -0.56, -3.18], [2.32, -1.76, -3.03], [3.85, 3.53, -2.59], [3.25, 2.76, -1.09], [2.12, 3.08, -2.42], [3.97, -0.57, -3.53], [2.42, -2.10, -2.07], [2.72, -2.44, -3.67]]}